Here is C7H13NO2P as an isolated structure at a distorted geometry from the OMol25 dataset. Energies are from wB97M-V/def2-TZVPD.

The geometry in XYZ format:
```
24
Properties=species:S:1:pos:R:3:forces:R:3
C -2.196613 1.497773 -1.299279 2.5 1.3 -1.8
C -0.950639 -0.905267 -0.998429 0.2 1.6 3.4
C -0.710955 0.615809 -1.328322 -2.3 -0.1 -0.6
C 0.353323 -0.628367 -0.295356 -1.1 0.6 1.1
C 0.139548 0.832467 -0.042091 2.0 -0.2 -1.0
C -0.591011 1.077913 1.225147 -0.1 -1.7 2.3
C 1.445501 1.668579 -0.319943 0.0 -4.5 5.5
N 0.838776 -1.847688 1.772320 0.1 1.0 -1.0
O -2.031021 2.537151 -1.978829 -0.4 -0.8 0.7
O -3.093872 0.988309 -0.697670 -1.6 -0.8 1.0
P 1.231562 -3.373879 1.287853 1.3 0.0 -0.9
H -1.882402 -1.158051 -0.350719 1.6 1.0 -1.0
H -0.842156 -1.555905 -1.759056 0.1 -2.4 -2.6
H -0.405530 0.890063 -2.370696 0.6 -0.5 1.3
H 1.365802 -0.912539 -0.537048 -0.1 -0.6 -0.6
H -0.434133 2.070554 1.630344 0.5 0.0 0.4
H -0.405899 0.146055 1.953687 0.2 2.5 -1.2
H -1.639441 1.031211 1.113465 -1.3 -0.1 -0.5
H 1.216418 2.611087 -0.500952 -1.1 4.6 -0.2
H 1.799862 1.311049 -1.202216 1.7 -1.3 -2.4
H 2.183579 1.507525 0.620538 -1.5 0.6 -2.4
H 0.283017 -1.898247 2.611082 -0.5 0.2 0.0
H 1.634146 -3.036570 -0.088999 -0.4 -0.5 0.5
H 2.692137 -3.469032 1.555167 -0.5 -0.2 0.0
```
Positions in Å, forces in eV/Å.

## Properties
energy above the lowest of the compared OMol25 structures with the same formula, charge and spin = 5.893 eV
total charge = -1

Here is C19H25AgN4O3S as an isolated structure at a distorted geometry from the OMol25 dataset. Energies are from wB97M-V/def2-TZVPD.

The geometry in XYZ format:
```
53
Properties=species:S:1:pos:R:3:forces:R:3
Ag 0.346693 0.032366 -0.211850 -0.5 0.0 -0.1
C -1.339721 -2.846481 -1.031436 0.0 0.1 0.0
O -0.887805 -2.197440 0.149753 0.0 -0.1 0.1
C -1.906422 -1.990844 1.102078 0.0 0.0 -0.2
C -1.280056 -1.342753 2.307793 0.0 0.1 0.1
O -0.780053 -0.035338 2.032648 0.0 -0.1 0.0
C -1.634517 1.064590 2.334158 0.1 -0.1 0.1
C -2.146300 1.755580 1.098627 0.0 0.0 -0.2
O -1.035377 2.145975 0.329810 0.0 0.2 0.0
C -1.391655 2.865473 -0.844090 0.0 -0.1 0.0
H -1.860561 -3.775021 -0.779843 0.0 0.0 0.0
H -0.464450 -3.065008 -1.636131 0.0 0.0 0.0
H -2.006019 -2.195257 -1.603204 0.0 0.0 0.0
H -2.353470 -2.946167 1.400914 0.0 -0.1 0.0
H -2.702450 -1.358664 0.686033 0.0 0.0 0.0
H -0.422684 -1.942017 2.614675 0.0 0.0 0.0
H -1.999046 -1.312866 3.130517 0.0 0.0 0.0
H -1.045863 1.776904 2.911929 0.1 0.0 0.1
H -2.481205 0.735284 2.941355 0.0 0.0 0.0
H -2.727844 2.632212 1.409709 -0.1 0.0 0.0
H -2.804616 1.098165 0.515319 0.0 0.0 0.0
H -1.942504 3.773602 -0.580077 0.0 0.0 0.0
H -1.996949 2.246626 -1.511296 0.0 0.0 0.0
H -0.470728 3.122333 -1.357469 0.0 0.0 0.0
S 0.300385 0.105822 -2.774126 0.2 -0.1 0.2
C 2.018171 0.292403 -2.572049 -0.1 0.1 -0.5
N 2.811846 0.498527 -3.577559 -0.1 -0.2 0.3
N 4.166195 0.415823 -3.336408 0.1 0.1 0.5
C 4.826643 -0.748340 -2.959491 0.1 -0.2 -0.6
C 4.149346 -1.879509 -2.511446 0.1 -0.4 -0.2
C 4.861964 -3.017971 -2.160945 -0.1 0.1 0.0
C 6.247408 -3.052332 -2.241643 0.1 0.1 0.0
C 6.920618 -1.921109 -2.693956 0.0 -0.1 0.1
C 6.220149 -0.781615 -3.053095 0.0 0.0 0.0
N 2.408450 0.391082 -1.206384 -0.7 0.3 -0.1
N 3.540975 0.050005 -0.878392 0.8 0.5 0.6
C 3.928240 0.380425 0.456583 0.1 -0.2 0.2
C 3.158737 1.068502 1.390956 0.0 0.0 0.0
C 3.658270 1.294485 2.662720 0.1 0.0 0.0
C 4.926038 0.838998 3.013979 0.0 0.0 0.0
C 5.695562 0.161277 2.080566 0.0 0.0 0.0
C 5.196531 -0.065573 0.805428 0.1 -0.1 -0.1
H 4.686351 1.009384 -3.955614 0.0 0.0 -0.3
H 3.067560 -1.874218 -2.452615 0.1 -0.1 0.0
H 4.321622 -3.892001 -1.815045 0.0 0.0 0.0
H 6.794237 -3.945921 -1.967279 0.0 0.0 0.0
H 8.001514 -1.927442 -2.772005 0.0 0.0 0.0
H 6.752061 0.097525 -3.405804 0.0 -0.1 0.0
H 2.180755 1.435855 1.127513 -0.2 0.1 -0.1
H 3.057083 1.831488 3.385081 0.0 0.0 0.0
H 5.308557 1.011608 4.012874 0.0 0.0 0.0
H 6.682282 -0.198068 2.346282 0.0 0.0 0.0
H 5.771354 -0.595967 0.053152 0.0 0.0 0.1
```
Positions in Å, forces in eV/Å.

## Properties
energy above the lowest of the compared OMol25 structures with the same formula, charge and spin = 0.000 eV
total charge = 0

Here is a 4-piece molecular cluster, C13H37BNO16P3 overall at a distorted geometry from the OMol25 dataset. Energies are from wB97M-V/def2-TZVPD.

The geometry in XYZ format:
```
71
Properties=species:S:1:pos:R:3:forces:R:3
C -1.523464 -1.526264 -4.203682 0.6 -0.1 -0.7
C -1.155820 -0.305611 -5.058440 -0.4 -0.5 0.3
N -2.145496 0.749936 -5.120436 0.7 0.8 -0.4
O -2.831750 0.900943 -3.862173 -0.1 -0.1 -0.2
C -4.055382 1.452681 -3.996457 -0.9 2.2 0.9
O -4.385936 2.434124 -3.364918 0.5 -1.7 -0.8
O -4.861807 0.859168 -4.901235 0.5 -0.2 0.0
B -4.950412 -0.538531 -4.847123 -0.2 -0.4 0.3
C -5.256152 -1.312068 -3.510331 0.3 0.5 -0.2
O -4.803011 -1.178304 -6.027558 0.2 0.3 -0.3
H -2.540217 -1.501606 -3.861129 -0.2 0.1 0.4
H -1.420463 -2.422914 -4.799995 0.0 -0.3 -0.2
H -0.819249 -1.622664 -3.394095 -0.1 0.0 0.6
H -0.202330 0.096808 -4.744301 0.2 0.2 0.2
H -1.027841 -0.637667 -6.078660 0.0 0.1 -0.4
H -2.794278 0.653173 -5.887117 -0.5 -0.4 0.3
H -6.155177 -1.905346 -3.600228 -0.4 -0.1 0.0
H -5.355642 -0.609713 -2.691771 -0.2 0.0 0.3
H -4.471647 -2.009178 -3.247914 0.3 -0.2 0.1
H -4.729019 -2.118869 -5.881522 -0.2 -0.5 -0.2
C -0.388962 -3.067514 0.908283 0.2 0.1 0.0
O -1.468172 -3.938959 1.282406 0.0 0.0 -0.1
P -2.516147 -4.415456 0.200685 0.0 0.0 0.2
O -2.181298 -4.100624 -1.187038 0.1 0.2 -0.3
O -3.904024 -3.824811 0.699001 -0.1 0.0 0.0
C -4.025719 -2.400878 0.790305 0.0 0.1 0.0
O -2.670692 -5.943862 0.549861 -0.1 0.0 0.1
C -3.637175 -6.696107 -0.196249 -0.1 -0.1 -0.1
H -0.582949 -2.071336 1.303767 -0.1 0.0 0.0
H 0.525894 -3.456107 1.349951 -0.1 -0.1 0.1
H -0.271269 -3.013910 -0.171863 -0.1 0.0 0.0
H -3.470359 -1.903313 -0.006992 0.0 0.0 0.0
H -3.659066 -2.066342 1.761064 0.0 0.0 0.0
H -5.078592 -2.149558 0.698608 0.0 -0.1 0.0
H -3.397073 -6.672816 -1.258833 0.0 0.0 0.0
H -4.638964 -6.298547 -0.033305 0.0 0.0 0.0
H -3.597577 -7.720833 0.160400 0.1 0.0 0.1
C 1.547631 1.371241 1.429378 0.0 -0.1 0.3
O 1.379652 2.464349 0.516897 0.0 -0.2 0.0
P 1.033186 2.190055 -1.002657 -0.1 0.2 0.0
O 0.691362 0.805675 -1.334134 0.1 -0.2 0.1
O 2.275163 2.776266 -1.805111 0.0 0.0 0.0
C 3.557870 2.194784 -1.563373 0.1 0.0 0.0
O -0.073447 3.269778 -1.279217 0.1 0.1 0.0
C -0.569885 3.368908 -2.627055 -0.1 -0.1 -0.3
H 2.604602 1.264712 1.672498 0.0 0.0 0.0
H 0.999358 1.599482 2.340625 0.0 0.1 0.0
H 1.173247 0.435456 1.018940 0.0 0.1 -0.2
H 3.479070 1.121207 -1.382490 0.0 0.0 0.0
H 4.022607 2.681681 -0.704663 0.0 0.0 0.0
H 4.171522 2.360559 -2.444413 0.0 0.0 0.0
H -1.009616 2.422202 -2.935016 0.0 0.0 0.0
H 0.234346 3.646867 -3.308749 0.0 0.0 0.1
H -1.335066 4.138100 -2.645584 0.0 0.0 0.2
C 4.995635 3.391349 3.422971 0.0 0.1 -0.3
O 5.757300 2.929593 4.545166 -0.1 0.0 0.0
P 5.047918 2.100943 5.690762 0.2 -0.1 0.1
O 3.680558 1.667804 5.404333 -0.2 0.1 -0.1
O 5.207889 2.994344 6.993496 0.0 0.0 0.0
C 4.598800 4.289368 6.994216 0.0 0.1 0.0
O 6.097106 0.956613 5.952358 0.1 0.0 0.1
C 5.818412 0.037494 7.019073 0.0 -0.1 0.1
H 4.858312 4.469360 3.498418 0.0 0.0 0.1
H 5.556074 3.169315 2.517017 0.1 0.0 0.1
H 4.023639 2.904857 3.368399 0.0 0.0 0.1
H 3.654710 4.283194 6.446905 0.0 0.0 0.0
H 5.281953 5.012637 6.547765 0.0 0.0 0.0
H 4.406980 4.566951 8.026568 0.0 -0.1 0.0
H 4.876791 -0.479365 6.837302 0.0 0.0 0.0
H 5.775362 0.562246 7.973262 0.0 0.0 0.0
H 6.628193 -0.685147 7.045143 0.1 0.0 -0.1
```
Positions in Å, forces in eV/Å.

## Properties
SMILES = CCNOC(=O)OB(C)O.COP(=O)(OC)OC.COP(=O)(OC)OC.COP(=O)(OC)OC
total charge = 0

Number 1: HOMO energy -4.054 eV, LUMO 3.2 eV, HOMO-LUMO gap 7.2 eV. Number 2: HOMO energy -6.764 eV, LUMO -0.2 eV, HOMO-LUMO gap 6.6 eV. Number 3: HOMO energy -9.090 eV, LUMO 0.4 eV, HOMO-LUMO gap 9.5 eV.